A molecular structure, C16H40F18K4O8P3 in a non-equilibrium geometry, computed with wB97M-V/def2-TZVPD.

Cartesian coordinates (Å):
K1 12.25 -9.82 -3.83
K2 12.53 -12.92 -7.80
K3 16.54 -13.12 -3.96
K4 13.11 -17.12 -4.82
P1 16.11 -9.56 -3.45
F1 16.17 -8.41 -2.31
F2 17.14 -10.61 -2.71
F3 14.94 -10.22 -2.50
F4 15.92 -10.64 -4.66
F5 14.93 -8.76 -4.26
F6 17.35 -8.86 -4.15
P2 12.92 -16.35 -9.01
F7 12.74 -17.78 -8.27
F8 13.44 -15.77 -7.58
F9 14.39 -16.85 -9.40
F10 13.28 -14.89 -9.68
F11 12.28 -16.78 -10.41
F12 11.44 -15.80 -8.57
P3 12.70 -13.39 -4.13
F13 13.73 -12.11 -4.42
F14 11.59 -12.62 -5.00
F15 13.37 -14.04 -5.43
F16 11.80 -14.72 -4.03
F17 13.92 -14.05 -3.22
F18 12.12 -12.69 -2.82
C1 9.42 -14.40 -6.88
O1 9.72 -13.23 -7.67
C2 8.75 -12.21 -7.37
C3 8.71 -11.21 -8.50
O2 7.88 -11.69 -9.54
C4 6.76 -10.81 -9.71
H1 8.90 -14.11 -5.97
H2 10.39 -14.85 -6.69
H3 8.78 -15.07 -7.45
H4 9.10 -11.77 -6.42
H5 7.81 -12.65 -7.04
H6 9.74 -11.20 -8.86
H7 8.48 -10.19 -8.18
H8 6.18 -11.19 -10.55
H9 7.13 -9.80 -9.90
H10 6.05 -10.92 -8.89
C5 10.13 -19.68 -5.09
O3 9.08 -18.79 -5.37
C6 9.27 -17.44 -5.06
C7 9.64 -17.20 -3.59
O4 11.00 -17.50 -3.30
C8 11.24 -17.95 -1.97
H11 10.36 -19.71 -4.03
H12 11.05 -19.41 -5.64
H13 9.81 -20.63 -5.49
H14 8.38 -16.84 -5.22
H15 10.06 -17.02 -5.70
H16 8.93 -17.81 -3.02
H17 9.48 -16.17 -3.27
H18 10.87 -18.98 -1.89
H19 10.86 -17.21 -1.27
H20 12.32 -18.09 -1.87
C9 9.10 -10.87 -2.88
O5 9.88 -9.76 -2.45
C10 10.33 -9.98 -1.09
C11 10.88 -8.64 -0.63
O6 11.75 -8.12 -1.60
C12 12.20 -6.80 -1.34
H21 8.61 -10.63 -3.82
H22 8.29 -11.09 -2.17
H23 9.70 -11.78 -2.90
H24 11.09 -10.78 -1.03
H25 9.48 -10.33 -0.51
H26 11.39 -8.83 0.32
H27 10.04 -7.97 -0.43
H28 12.76 -6.51 -2.23
H29 12.88 -6.82 -0.49
H30 11.41 -6.08 -1.12
C13 14.54 -14.75 -0.29
O7 15.93 -14.47 -0.35
C14 16.35 -13.71 0.80
C15 17.88 -13.74 0.78
O8 18.37 -13.17 1.97
C16 19.75 -13.46 2.17
H31 13.87 -13.93 -0.52
H32 14.29 -15.15 0.70
H33 14.41 -15.64 -0.91
H34 15.95 -14.06 1.75
H35 15.92 -12.73 0.58
H36 18.25 -13.30 -0.15
H37 18.14 -14.80 0.86
H38 20.28 -13.07 1.29
H39 20.01 -14.50 2.35
H40 20.05 -12.84 3.01

For the largest force on an atom, the calculation gives 2.17 eV/Å. The highest occupied orbital energy is -0.4318 Eh. Its multiplicity is 1. The value obtained for the HOMO-LUMO gap is 8.747 eV. The value obtained for the LUMO energy is -3.0 eV. As for the total charge: +1.

The net atomic charges from Mulliken, expressed in e, are: 1.056, 1.024, 1.036, 0.940, 1.184, -0.366, -0.401, -0.300, -0.403, -0.370, -0.323, 1.181, -0.362, -0.395, -0.372, -0.418, -0.367, -0.270, 1.339, -0.441, -0.410, -0.430, -0.390, -0.432, -0.442, -0.638, -0.289, -0.289, -0.540, -0.303, -0.742, 0.519, -0.145, 0.486, 0.087, 0.459, 0.087, 0.509, 0.256, 0.322, 0.301, -0.252, -0.450, -0.077, -0.747, -0.075, -0.912, 0.112, 0.046, 0.297, 0.325, -0.029, 0.473, 0.483, 0.315, 0.323, 0.235, -0.691, -0.341, -0.421, -0.666, -0.195, -0.806, 0.219, 0.375, 0.219, 0.162, 0.484, 0.371, 0.378, 0.240, 0.318, 0.330, -0.682, -0.297, -0.488, -0.305, -0.333, -0.726, 0.225, 0.446, 0.153, 0.310, 0.296, 0.262, 0.282, 0.307, 0.293, 0.264